12
Properties=species:S:1:pos:R:3:forces:R:3:mulliken_charge:R:1 method="wB97M-V/def2-TZVPD" multiplicity=1 smiles="C=CF.CC#N" relative_energy_ev=1.421 orbital_gap_ha=0.3906 homo_ev=-9.770 lumo_ev=0.86
C -2.3623 -0.7452 0.5098 1.0250 0.8390 -1.3000 -0.62
C -2.0021 -0.1714 -0.6443 -1.6797 -2.6677 1.8093 0.05
F -1.1216 0.7672 -0.7948 1.1209 1.5328 -0.1576 -0.23
H -1.9256 -0.5089 1.4494 0.1963 0.3217 0.6118 0.27
H -2.9691 -1.6144 0.4323 -0.6141 -0.3380 0.0254 0.22
H -2.4134 -0.6056 -1.5273 0.0016 0.3206 -0.9836 0.30
C 2.3060 1.0211 0.0090 -0.7047 -0.4087 1.0748 -0.61
C 1.8128 -0.2887 0.2030 -0.8302 -3.1679 0.3566 0.30
N 1.5476 -1.3997 0.3523 -0.1486 0.4621 -0.0229 -0.43
H 1.6767 1.5831 0.7359 0.9316 0.6050 -0.9014 0.23
H 2.1202 1.1441 -1.0464 0.3774 1.1976 -0.2324 0.24
H 3.3309 0.8184 0.3211 0.3246 1.3034 -0.2801 0.28


14
Properties=species:S:1:pos:R:3:forces:R:3:mulliken_charge:R:1 method="wB97M-V/def2-TZVPD" multiplicity=1 orbital_gap_ha=0.2642 homo_ev=-3.987 total_charge=-1 lumo_ev=3.20
C 0.1463 -0.5695 0.9244 -1.6897 1.9055 -3.8580 -0.66
C 0.6984 0.2747 -0.0798 -0.3055 -1.7072 3.5542 -0.31
C -1.1777 0.1855 -1.2859 -4.0113 0.1522 -0.9797 -0.36
C -1.9431 -0.4955 -0.3097 -0.3128 0.2348 -1.9346 -0.08
C -1.2062 -0.9282 0.7435 1.9423 -0.6530 1.3929 0.67
N 0.0318 0.5415 -1.1209 0.9212 1.8604 -3.0349 -0.56
N -4.3387 -0.1048 -1.8055 0.4519 0.7600 -1.4800 0.00
O -3.7728 0.7247 -2.5758 -0.7343 -1.3297 1.5988 -0.45
S -3.7196 -0.8462 -0.5062 1.0336 0.0557 -0.7360 0.20
Cl -1.8665 -1.9539 1.9592 -0.3308 -0.3167 0.2509 -0.22
Cl -3.5619 0.9418 1.3885 -0.2925 1.0766 1.1138 -0.65
H 0.6817 -0.8574 1.7258 1.5196 -0.9659 2.7268 0.54
H 1.5357 0.9104 -0.0387 1.7609 -0.1438 0.8683 0.40
H -1.6654 0.6554 -2.1588 0.0474 -0.9288 0.5175 0.47


11
Properties=species:S:1:pos:R:3:forces:R:3:mulliken_charge:R:1 method="wB97M-V/def2-TZVPD" multiplicity=1 relative_energy_ev=0.539 orbital_gap_ha=0.3050 homo_ev=-4.217 total_charge=-1 lumo_ev=4.08
O 1.6964 -1.9339 -0.9662 -0.4077 -0.1770 -0.7975 -0.55
C 0.9578 -1.2496 -0.3058 0.5819 0.4073 3.0573 0.25
C -0.0161 -1.7745 0.7735 0.6008 -0.2675 -1.4117 -0.71
H 1.1172 -0.1865 -0.0557 0.2088 0.0926 -1.1699 0.25
H 0.6230 -2.3473 1.4472 -0.0480 -0.1366 0.0861 0.29
H -0.4366 -0.9121 1.2802 -0.4166 -0.1550 -0.1378 0.25
H -0.7207 -2.4521 0.2860 -0.3063 0.1258 0.4130 0.20
O -0.7344 0.8464 -0.5970 -0.1592 -0.2793 -0.1222 -0.58
C -0.9267 1.9756 -0.1086 -0.0720 0.6593 -0.2822 -0.10
O -0.9087 2.3558 1.0735 0.0305 -0.1251 0.3547 -0.66
H -1.1365 2.7993 -0.8606 -0.0121 -0.1443 0.0102 0.37


22
Properties=species:S:1:pos:R:3:forces:R:3:mulliken_charge:R:1 method="wB97M-V/def2-TZVPD" multiplicity=1 relative_energy_ev=0.346 orbital_gap_ha=0.3593 homo_ev=-12.719 total_charge=+1 lumo_ev=-2.94
N 0.7562 -0.3008 0.4951 0.7496 0.6699 -1.4427 -0.15
C 1.5604 -0.4112 -0.7940 0.2222 -0.7197 0.3147 -0.53
C 0.6103 -0.2987 -1.9448 -0.7457 0.4772 -0.8294 -0.44
N -0.1460 0.9469 -1.9421 0.7948 0.0944 -0.0739 -0.50
H 0.6995 0.7376 0.5970 -0.3638 -0.3922 0.8653 0.21
H -0.1763 -0.7149 0.3911 0.0064 -0.0488 0.5114 0.35
H 1.3162 -0.7285 1.2217 -0.3935 0.0811 0.5039 0.35
H 2.3547 0.3308 -0.7067 -0.2525 0.1929 -0.3110 0.34
H 2.0400 -1.3905 -0.8054 -0.0840 0.0046 -0.0109 0.34
H 1.1247 -0.3086 -2.9105 0.3387 -0.2255 0.3156 0.38
H -0.0295 -1.1975 -1.9518 0.0501 0.0174 0.1778 0.27
H -0.7624 1.0146 -2.7351 -0.1712 0.1258 0.1492 0.23
H -0.5709 1.2561 -1.0853 -0.4479 -0.2670 0.0454 0.16
H 0.9217 3.2831 0.5871 0.0879 -0.6375 -0.2337 0.31
H 0.9040 2.7169 1.9682 0.0766 -0.3772 0.0006 0.30
O 0.9945 2.4264 1.0485 -0.1555 0.9850 0.1928 -0.64
H -0.7638 -3.2860 1.8457 -0.3727 0.2711 0.0298 0.31
H -2.1223 -3.1175 1.1877 -0.0574 0.0523 0.0326 0.33
O -1.4309 -2.6117 1.6302 0.5575 -0.2987 -0.1533 -0.63
H -2.9510 0.0650 0.9745 0.0495 0.0064 -0.0501 0.29
H -2.1879 1.0023 1.9043 0.0117 -0.2136 -0.5108 0.32
O -2.1414 0.5863 1.0245 0.0990 0.2021 0.4767 -0.60


83
Properties=species:S:1:pos:R:3:forces:R:3:mulliken_charge:R:1 method="wB97M-V/def2-TZVPD" multiplicity=1 relative_energy_ev=0.666 orbital_gap_ha=0.2481 homo_ev=-7.117 lumo_ev=-0.37
Ca 0.0004 0.8569 -0.2201 -0.2412 0.0662 -0.6836 1.53
N 0.4278 -2.1423 -4.0504 0.1549 0.0462 -0.0245 0.28
C 0.5015 -1.0696 -3.2462 0.0386 0.0573 0.0070 -0.80
N -0.4479 -0.6464 -2.4770 -0.1187 -0.0475 0.1797 0.16
C -1.6229 -1.3795 -2.4249 0.0662 0.0586 0.1477 -0.06
N -2.6293 -1.0285 -1.6889 -0.0357 -0.1595 -0.1579 -1.32
N -2.3688 0.0433 -0.8792 0.2321 0.3002 0.2010 1.17
C -3.3819 0.7200 -0.5166 -0.1521 -0.0239 -0.2174 -0.92
C -3.2311 1.8490 0.4050 0.0298 0.1146 0.1032 0.72
C -4.3592 2.4330 0.9635 0.0136 -0.0707 -0.0835 -1.00
C -4.1995 3.4326 1.9079 0.0469 0.0521 0.0474 -0.41
C -2.9181 3.8075 2.2647 -0.0386 -0.0035 -0.0142 -1.00
C -1.8431 3.1879 1.6404 -0.0549 -0.0105 -0.0264 -0.55
N -1.9864 2.2443 0.7147 0.0236 -0.1296 0.1390 0.58
C -1.7528 -2.5956 -3.2309 -0.0031 -0.0038 -0.0843 1.02
C -2.8903 -3.4036 -3.2028 0.0158 -0.0167 -0.0217 -0.32
C -2.9536 -4.5463 -3.9719 -0.0025 0.0117 0.0167 -0.75
C -1.8767 -4.9022 -4.7847 0.0175 0.0122 0.0080 -0.44
C -0.7447 -4.1166 -4.8284 0.0150 -0.0083 0.0020 -0.82
C -0.6875 -2.9643 -4.0477 -0.0750 0.0240 0.0203 -0.22
H 1.2425 -2.3979 -4.5867 -0.0749 0.0007 0.0489 0.29
H 1.4413 -0.5206 -3.2460 -0.0562 -0.0576 -0.0034 0.52
H -4.3823 0.4812 -0.8813 0.0660 -0.0980 0.0535 0.29
H -5.3411 2.0866 0.6706 -0.0116 -0.0023 -0.0024 0.45
H -5.0622 3.8996 2.3641 -0.0124 0.0091 0.0061 0.43
H -2.7340 4.5684 3.0091 -0.0063 0.0129 0.0167 0.47
H -0.8284 3.4622 1.8931 0.0380 0.0041 0.0115 0.47
H -3.7107 -3.1096 -2.5650 -0.0172 0.0108 0.0203 0.48
H -3.8368 -5.1689 -3.9462 -0.0195 -0.0132 0.0063 0.41
H -1.9269 -5.8007 -5.3846 0.0015 -0.0134 -0.0176 0.41
H 0.0961 -4.3856 -5.4556 0.0162 -0.0075 -0.0140 0.43
Cl -0.5186 2.9320 -2.2379 0.0072 -0.0946 0.0322 -0.06
C 0.8040 2.9730 -3.3817 0.0727 -0.0118 -0.0050 0.81
C 0.5844 3.7484 -4.5074 -0.0308 -0.0056 0.0355 -0.77
C 1.5669 3.8550 -5.4729 0.0332 0.0009 -0.0215 -0.40
C 2.7614 3.1777 -5.2972 -0.0157 -0.0110 0.0184 -0.75
C 2.9567 2.4087 -4.1646 -0.0449 0.0108 0.0332 0.08
Cl 4.4810 1.5837 -4.0294 0.0307 -0.0028 -0.0178 -0.22
C 1.9950 2.2671 -3.1413 0.0171 -0.0156 -0.0522 -0.34
S 2.3290 1.2632 -1.7521 -0.0380 0.0469 0.0841 -0.20
H -0.3585 4.2649 -4.6138 -0.0265 0.0143 -0.0048 0.44
H 1.4036 4.4601 -6.3532 -0.0011 0.0138 -0.0221 0.36
H 3.5510 3.2366 -6.0321 0.0146 0.0084 -0.0239 0.43
Cl -2.7014 -0.1005 3.1175 -0.1135 0.0000 -0.0141 -0.04
C -2.3206 0.4252 4.7613 0.0811 -0.0131 0.0420 -0.30
Cl -1.0276 1.6318 4.7903 -0.0119 -0.0122 0.0386 -0.13
H -1.9838 -0.4428 5.3196 -0.0058 0.0408 -0.0427 0.07
H -3.2100 0.8683 5.1959 0.0270 -0.0256 -0.0305 0.43
N -1.4676 -4.0557 6.1025 -0.0203 -0.0091 0.0357 -0.59
C -0.8605 -3.3007 5.1084 -0.0103 -0.0037 -0.0121 1.12
C -1.1539 -3.5307 3.7633 0.0105 0.0129 0.0226 -0.82
C -0.5133 -2.8101 2.7719 -0.0090 -0.0057 -0.0067 -0.27
C 0.4341 -1.8575 3.1104 0.0644 0.0466 -0.0633 0.11
C 0.7434 -1.6243 4.4432 -0.0142 -0.0372 0.0600 -0.74
C 0.0968 -2.3350 5.4370 0.0133 0.0114 -0.0277 -0.96
S 1.2556 -0.8939 1.8748 -0.1889 -0.3250 0.0430 1.05
O 2.6680 -0.9875 2.1334 0.0466 -0.0077 0.0377 -0.70
O 0.6854 0.4567 1.9553 0.0236 0.1108 0.0450 -0.63
N 0.7694 -1.4304 0.4647 0.3184 0.4263 0.3746 0.24
C 1.3073 -2.5821 -0.0450 -0.0086 -0.2367 -0.1107 -0.17
S 2.7090 -3.4325 0.5942 -0.0864 0.0594 -0.0554 -0.07
C 2.4980 -4.6376 -0.6170 -0.0031 0.0702 -0.0215 -0.36
C 1.4466 -4.3168 -1.4015 0.0738 -0.1318 -0.0302 -0.87
N 0.7733 -3.1699 -1.0817 -0.1083 0.0801 0.0071 -0.11
H -2.3430 -4.4895 5.8595 0.0254 0.0183 0.0157 0.21
H -1.4564 -3.6653 7.0306 -0.0096 -0.0191 -0.0423 0.21
H -1.8874 -4.2810 3.4948 -0.0111 -0.0107 0.0039 0.31
H -0.7566 -2.9819 1.7322 -0.0081 0.0064 -0.0333 0.43
H 1.4920 -0.8877 4.7005 0.0283 0.0316 0.0089 0.46
H 0.3447 -2.1588 6.4771 0.0020 0.0028 0.0151 0.28
H 3.1559 -5.4844 -0.6989 0.0332 -0.0479 0.0281 0.42
H 1.1027 -4.9060 -2.2400 -0.0221 -0.0227 -0.0406 0.40
C 4.8492 4.9488 2.3490 0.0059 -0.0269 -0.0044 -1.04
N 3.4389 4.8724 2.0457 -0.0891 -0.0089 -0.0637 -0.14
C 2.9011 4.1292 1.0553 0.1230 0.0451 0.1253 0.62
N 3.7325 3.3625 0.3478 -0.1373 0.0186 -0.0385 -0.21
S 1.2450 4.2207 0.7399 -0.0045 -0.0414 -0.0620 -0.38
H 4.9990 5.6894 3.1302 -0.0036 -0.0072 -0.0002 0.35
H 5.4289 5.2554 1.4746 0.0112 0.0023 -0.0013 0.33
H 5.2344 3.9929 2.7140 0.0120 0.0038 0.0008 0.30
H 2.7859 5.4637 2.5310 0.0314 -0.0642 -0.0352 0.23
H 4.6879 3.2270 0.6216 0.0933 0.0068 0.0261 0.19
H 3.3482 2.7541 -0.3779 -0.0329 -0.0058 0.0652 -0.09


14
Properties=species:S:1:pos:R:3:forces:R:3:mulliken_charge:R:1 method="wB97M-V/def2-TZVPD" multiplicity=1 smiles="C[C@H]1C[C@H]1C=O" relative_energy_ev=1.627 orbital_gap_ha=0.3907 homo_ev=-9.611 lumo_ev=1.02
C -1.4176 -0.8038 -0.3855 0.0168 -0.1116 0.0833 -1.29
C -0.4974 0.3932 -0.4658 -0.3070 0.2126 0.3218 0.15
C -0.0917 1.0043 0.8663 -0.2596 0.0495 -0.1758 -0.76
C 0.9654 0.6098 -0.1285 0.3188 -0.1349 -0.1888 0.05
C 1.7232 -0.6263 0.1252 0.3344 0.0082 -0.0276 -0.08
O 2.8709 -0.8068 -0.2039 -0.2994 -0.0914 0.1662 -0.50
H -2.4082 -0.3492 -0.2677 0.0217 -0.2876 0.0225 0.32
H -1.4724 -1.4643 -1.2550 0.2944 0.1125 0.0260 0.35
H -1.2270 -1.3854 0.5164 -0.0343 -0.1508 -0.1254 0.29
H -0.7355 1.0114 -1.3371 -0.2941 0.3919 0.7854 0.34
H -0.0127 0.3937 1.7785 -0.7449 -0.1121 -0.6227 0.24
H -0.4141 2.0084 1.1087 0.6791 0.2648 -0.2829 0.28
H 1.4836 1.3851 -0.6862 -0.0338 -0.2439 -0.0211 0.38
H 1.1093 -1.4354 0.5900 0.3079 0.0929 0.0392 0.22